Below is a cluster of 4 separate species, C38H82BFIN3O6PS in total, with properties calculated with wB97M-V/def2-TZVPD.

Geometry as ORCA input:
```
! wB97M-V def2-TZVPD RIJCOSX def2/J DEFGRID3
* xyz -1 1
C 2.06435 -7.02642 0.64140
C 0.79789 -6.79401 0.02635
C -0.23273 -5.73407 0.63163
O -0.69327 -6.00151 1.76439
O -0.59370 -4.53468 -0.00700
C -1.48598 -4.78632 -1.14720
C -2.15172 -3.38539 -1.60542
C -1.50842 -2.82601 -2.97712
C -0.62989 -1.51155 -2.64794
C 0.83865 -2.01310 -2.26868
C 1.89490 -0.84667 -1.98339
B 1.34739 0.29016 -0.89397
I 0.60489 1.90598 -2.25361
O 0.43683 -0.17992 0.16889
C 1.06648 -0.14406 1.47603
C 0.06281 0.76745 2.36137
C -1.15109 -0.10448 3.00851
C -2.31592 0.89454 3.48518
O -2.59457 0.84110 4.91544
C 1.19852 -1.68797 1.86179
C 2.49787 -2.41758 1.29216
C 3.31328 -2.98630 2.57522
F 2.19144 -3.60395 0.50448
C 2.39516 0.76620 1.30057
O 3.60710 0.41497 1.98102
C 3.46864 0.45356 3.41635
C 4.13271 1.75475 4.09866
C 4.45054 1.31838 5.63293
P 2.17148 2.68626 1.32482
S 3.68495 3.50084 0.37296
O 2.59151 0.57009 -0.12214
H 2.17674 -7.14093 1.77427
H 2.99731 -7.15456 -0.00098
H 0.55957 -7.39961 -0.90241
H -0.92970 -5.29775 -2.00130
H -2.27084 -5.53269 -0.76186
H -1.97063 -2.67765 -0.72018
H -3.25919 -3.59181 -1.78733
H -2.29866 -2.60721 -3.77983
H -0.75736 -3.60139 -3.37745
H -1.16840 -0.97915 -1.78909
H -0.60430 -0.76461 -3.52186
H 0.77206 -2.73635 -1.39071
H 1.22561 -2.61317 -3.17197
H 2.21268 -0.28108 -2.93184
H 2.86368 -1.26938 -1.54269
H 0.57908 1.26534 3.24826
H -0.44281 1.57889 1.74732
H -0.68335 -0.67110 3.88509
H -1.51557 -0.81525 2.19406
H -3.27925 0.54090 2.95860
H -2.10394 1.99106 3.23860
H -2.29178 -0.04728 5.20701
H 1.05400 -1.80455 2.99138
H 0.29504 -2.21746 1.38431
H 3.16608 -1.76790 0.64786
H 3.74333 -4.00872 2.27737
H 2.63068 -3.18738 3.46587
H 4.19205 -2.32857 2.86124
H 4.07727 -0.43791 3.81782
H 2.41064 0.30532 3.80359
H 3.37550 2.61810 4.16313
H 5.06756 2.11786 3.56810
H 5.04135 0.34036 5.56880
H 5.00096 2.12312 6.21108
H 3.43533 1.04185 6.08038
H 0.98100 2.99992 0.56994
H 1.98086 3.20147 2.64599
C -0.64601 9.09162 -1.77972
C -0.82322 7.73239 -1.11301
N 0.40946 7.17767 -0.57041
C 0.28761 5.77257 -0.18434
C -0.66754 5.43218 0.95930
C 1.13486 8.02052 0.37235
C 0.39869 8.47545 1.63176
H 0.11457 9.04980 -2.56392
H -1.58690 9.40161 -2.24212
H -0.36631 9.86668 -1.06199
H -1.20645 7.04973 -1.87829
H -1.60695 7.81496 -0.34660
H 1.28075 5.37737 0.05545
H -0.02867 5.20701 -1.06789
H -0.25003 5.70614 1.92993
H -0.83937 4.35145 0.98402
H -1.64204 5.91226 0.84854
H 1.47654 8.91466 -0.16159
H 2.06196 7.51778 0.66829
H -0.62135 8.80899 1.42764
H 0.92969 9.31847 2.08428
H 0.36095 7.68757 2.38530
C -9.40174 0.68669 4.25591
C -8.95756 -0.30909 3.19106
N -7.83771 0.15434 2.38231
C -7.59914 -0.67321 1.20205
C -7.16556 -2.12105 1.42466
C -6.63979 0.55842 3.11158
C -5.98003 -0.47442 4.02307
H -9.64510 1.65585 3.81243
H -10.29801 0.31419 4.75877
H -8.63751 0.83473 5.02232
H -9.81735 -0.47768 2.53406
H -8.74123 -1.27109 3.67612
H -6.86200 -0.17901 0.56015
H -8.52072 -0.68376 0.60820
H -6.12159 -2.18711 1.73292
H -7.25273 -2.67846 0.48696
H -7.78296 -2.63376 2.16463
H -6.88933 1.43536 3.71903
H -5.89228 0.93128 2.40279
H -6.70272 -1.03074 4.62452
H -5.30053 0.02843 4.71742
H -5.37874 -1.18787 3.45738
C 3.70096 -0.64987 -5.55154
C 4.30919 -2.00820 -5.22697
N 3.85101 -3.08411 -6.09942
C 4.21831 -4.41197 -5.61579
C 5.70492 -4.75859 -5.54929
C 4.02890 -2.87229 -7.53077
C 5.44637 -2.61819 -8.04140
H 2.60883 -0.69374 -5.53688
H 4.01601 0.08287 -4.80491
H 4.02359 -0.27825 -6.52770
H 4.02288 -2.24648 -4.19728
H 5.40428 -1.91527 -5.23376
H 3.70619 -5.16898 -6.22050
H 3.79844 -4.53021 -4.61028
H 6.11755 -4.95979 -6.53902
H 5.84327 -5.67007 -4.95921
H 6.29657 -3.97339 -5.07551
H 3.40410 -2.02375 -7.83028
H 3.60403 -3.72119 -8.07852
H 6.00186 -1.91824 -7.41371
H 5.40394 -2.18732 -9.04626
H 6.02016 -3.54288 -8.12055
*
```

The value obtained for the gap between HOMO and LUMO is 7.27 eV. For the electronic energy, the calculation gives -3274.62420 hartree. For the largest force on an atom, the calculation gives 3.93 eV/Å. The HOMO energy is -5.134 eV.